Record 1
Here is the molecule C23H25N3O5S from the Open Molecules 2025 dataset. Energies are from wB97M-V/def2-TZVPD.

Geometry as ORCA input:
```
! wB97M-V def2-TZVPD RIJCOSX def2/J DEFGRID3
* xyz 0 1
C 0.95950 -5.38902 -1.56168
H 0.56919 -4.64022 -2.25777
H 0.13376 -5.80232 -0.97469
H 1.44079 -6.18924 -2.12185
O 1.96312 -4.84882 -0.73404
C 1.63591 -3.80454 0.07513
C 0.36557 -3.24450 0.15782
C 0.13405 -2.17445 1.00680
C 1.17534 -1.64176 1.78461
C 2.43231 -2.21725 1.70708
C 2.66121 -3.28817 0.86185
H 3.63957 -3.73564 0.79917
H 3.24980 -1.83824 2.29903
O 0.84259 -0.55458 2.56664
C 1.80104 -0.07666 3.47899
H 1.31553 0.73894 4.01340
H 2.69114 0.30376 2.96765
H 2.09687 -0.85426 4.18980
N -1.11496 -1.56281 1.12956
C -2.22389 -1.73585 0.37119
O -2.42590 -2.64590 -0.39866
C -3.31452 -0.70299 0.66427
H -3.86267 -0.97752 1.56700
H -3.99866 -0.66987 -0.18240
S -2.67070 0.96564 0.97737
C -1.59365 1.08669 -0.40953
N -1.58674 0.07986 -1.20231
C -0.76666 0.10114 -2.29215
C -0.71146 -1.01807 -3.12807
C 0.10182 -0.99273 -4.23701
C 0.86619 0.13610 -4.53691
C 0.82478 1.24094 -3.71768
C 0.01107 1.23489 -2.58205
C -0.01785 2.37624 -1.67946
O 0.61344 3.40318 -1.82761
N -0.84465 2.21258 -0.55400
C -0.83038 3.24197 0.46414
H -0.51404 4.17244 -0.01345
H -1.83603 3.36608 0.87441
C 0.13613 2.88429 1.61211
C 1.61751 2.95675 1.18864
H 2.05884 1.96612 1.10059
C 2.26141 3.79907 2.29083
H 3.09729 4.39497 1.93369
C 1.07921 4.65456 2.74021
H 1.16046 5.02375 3.76302
H 0.93674 5.50581 2.05961
O -0.03800 3.78873 2.68890
H 2.59686 3.16835 3.11510
H 1.70864 3.46178 0.22783
H -0.12689 1.88697 1.98804
H 1.41092 2.12363 -3.92420
H 1.49394 0.13861 -5.41512
H 0.14894 -1.85357 -4.88782
H -1.31497 -1.87432 -2.87238
H -1.10480 -0.78085 1.77453
H -0.46071 -3.61369 -0.42325
*
```

Its SMILES is COc1ccc(OC)c(NC(=O)CSc2nc3ccccc3c(=O)n2C[C@H]2CCCO2)c1. For the total energy, the calculation gives -49800.6192 eV. The orbital gap comes out at 8.3 eV. As for the LUMO energy: 0.5 eV.



Record 2
Here is a structure of composition C23H25N5O3PPtS2Te in a non-equilibrium geometry from the Open Molecules 2025 dataset. Energies are from wB97M-V/def2-TZVPD.

Geometry as ORCA input:
```
! wB97M-V def2-TZVPD RIJCOSX def2/J DEFGRID3
* xyz 1 1
Pt 0.14314 0.49403 1.03753
N -1.74414 3.71224 -0.77098
C -0.94684 4.40574 -1.65262
C -1.49607 5.36991 -2.50232
C -0.69025 6.06294 -3.38191
C 0.67617 5.79628 -3.45165
C 1.23777 4.85614 -2.61002
C 0.43909 4.17267 -1.70019
S 1.18359 3.11338 -0.50546
N -0.11112 2.12592 -0.07866
C -1.38876 2.57961 -0.09022
C -2.34198 1.82950 0.63913
C -3.74553 1.93240 0.47380
C -4.58097 1.18080 1.25173
C -4.02686 0.35043 2.24142
C -2.65643 0.25188 2.33191
N -1.82102 0.93012 1.54510
H -2.70767 4.00372 -0.68884
H -2.55816 5.55799 -2.47171
H -1.12124 6.81838 -4.02103
H 1.29630 6.32619 -4.15797
H 2.29570 4.64569 -2.63895
H -4.15043 2.57276 -0.29412
H -5.65101 1.24001 1.12758
H -4.66119 -0.19810 2.91812
H -2.19977 -0.37080 3.08987
N -1.48434 -2.32848 1.27952
C -0.48756 -2.19152 2.15927
N 0.28631 -1.13378 2.24739
C 1.18679 -1.23294 3.28959
C 2.12129 -0.27098 3.65718
C 2.94511 -0.52646 4.73558
C 2.84214 -1.71382 5.45407
C 1.91018 -2.67629 5.10834
C 1.09020 -2.42160 4.02569
S -0.17853 -3.42414 3.35980
H -1.38487 -1.80372 0.40531
H -1.93415 -3.22739 1.22743
H 2.17396 0.65721 3.10226
H 3.67825 0.20783 5.03154
H 3.48788 -1.88703 6.29994
H 1.81682 -3.59765 5.65841
C 1.22259 -1.80823 -4.99460
C 0.72005 -1.31705 -3.65149
O 1.37421 -2.04315 -2.60761
P 1.01044 -1.61560 -1.11389
O -0.44601 -1.30355 -1.01614
Te 2.45005 0.08630 -0.16073
O 1.49671 -2.85888 -0.24313
C 1.00312 -4.19007 -0.44942
C 2.05483 -5.06743 -1.10159
H 0.60757 -1.38618 -5.78384
H 1.16021 -2.89186 -5.04484
H 2.25296 -1.50558 -5.15904
H -0.35917 -1.46777 -3.55477
H 0.92798 -0.24889 -3.52348
H 0.09158 -4.15414 -1.05522
H 0.75900 -4.56884 0.54952
H 2.19993 -4.78079 -2.13808
H 1.73385 -6.10414 -1.05911
H 2.99833 -4.96321 -0.57339
*
```

For the total energy, the calculation gives -79348.0398 eV. The orbital gap comes out at 5.6 eV. As for the LUMO energy: -4.2 eV.



Record 3
Here is a structure of composition C23H25N5O3V from the Open Molecules 2025 dataset. Energies are from wB97M-V/def2-TZVPD.

Geometry as ORCA input:
```
! wB97M-V def2-TZVPD RIJCOSX def2/J DEFGRID3
* xyz -2 2
V -0.01184 -0.46878 0.01028
O -1.45117 1.04690 1.38080
C -1.89015 2.15384 0.61743
C -1.13289 2.22010 -0.75821
O -1.42435 3.13756 -1.51893
O -0.28169 1.29740 -0.98100
C -1.60263 3.38568 1.48246
C -1.28783 4.63667 0.95898
C -1.07841 5.72144 1.80263
C -1.18284 5.57877 3.17756
C -1.49305 4.33290 3.70639
C -1.69817 3.24901 2.86638
C -3.38623 2.04491 0.29020
C -4.26968 3.10482 0.45715
C -5.61269 2.96871 0.12677
C -6.09005 1.76926 -0.37826
C -5.21086 0.70935 -0.55787
C -3.87008 0.84575 -0.23279
H -1.85233 0.17871 1.09499
H -1.21559 4.74710 -0.11373
H -0.82671 6.68523 1.37472
H -1.01448 6.42625 3.83236
H -1.56481 4.19929 4.77951
H -1.91291 2.27211 3.27597
H -3.90979 4.04787 0.84644
H -6.28529 3.80751 0.26631
H -7.13807 1.66129 -0.63404
H -5.56469 -0.23382 -0.95759
H -3.18881 0.01213 -0.38565
N 1.74657 -1.14030 2.73067
C 1.12983 -0.90940 1.77550
N 4.23981 -3.30162 -1.73768
C 3.02536 -2.60605 -2.00211
C 2.36340 -1.99443 -0.97543
N 1.17624 -1.25429 -1.18047
C 0.79903 -1.25883 -2.54226
C 1.51628 -1.89530 -3.50066
N 2.66140 -2.60820 -3.30359
H 4.23895 -3.69250 -0.80537
H 4.33075 -4.03974 -2.42391
H 2.73698 -2.02865 0.03823
H -0.09616 -0.70583 -2.79648
H 1.15360 -1.84070 -4.52502
C -1.76880 -3.02299 2.03497
C -1.90875 -2.76309 0.53119
C -3.38954 -2.88382 0.13900
C -1.09027 -3.80582 -0.24516
N -1.42846 -1.44322 0.21956
H -2.11726 -4.02975 2.29529
H -2.35830 -2.29244 2.59570
H -0.72673 -2.91180 2.33502
H -3.77928 -3.88541 0.35336
H -3.50828 -2.68430 -0.92908
H -3.98707 -2.15470 0.69340
H -1.44317 -4.82692 -0.05379
H -0.03885 -3.72930 0.03878
H -1.14912 -3.60018 -1.31580
*
```

Its expectation value of S² is 0.805. For the total energy, the calculation gives -63538.3990 eV. The orbital gap (alpha / beta) comes out at 3.6 / 3.5 eV. As for the LUMO energy (alpha / beta): 4.6 / 4.6 eV.



Record 4
Here is the molecule C23H25NO7S from the Open Molecules 2025 dataset. Energies are from wB97M-V/def2-TZVPD.

Geometry as ORCA input:
```
! wB97M-V def2-TZVPD RIJCOSX def2/J DEFGRID3
* xyz 0 1
C 2.31179 3.96274 0.94358
H 1.59389 4.77996 0.94092
O 1.85452 3.02440 0.00399
C 2.68631 1.89186 -0.09851
C 2.08730 0.92514 -1.12565
N 0.77990 0.45227 -0.70978
C 0.72896 -0.29939 0.40989
C -0.42692 -0.71643 0.99552
C -1.69150 -0.39298 0.39137
C -2.87766 -0.83378 0.90147
C -2.95866 -1.66562 2.05765
O -3.96765 -2.24108 2.42902
C -1.67910 -1.79082 2.91836
C -0.35375 -1.53622 2.20366
O 0.69316 -1.93558 2.67301
C -1.79579 -0.79996 4.08052
H -2.70565 -1.01706 4.63479
H -1.83590 0.21653 3.69600
H -0.93668 -0.91245 4.73815
O -1.63972 -3.10354 3.48329
C -1.42727 -4.05544 2.57276
O -1.22006 -3.82476 1.40006
C -1.46556 -5.38679 3.15871
C -1.28342 -6.58332 2.51567
C -1.39434 -7.68255 3.38330
C -1.65840 -7.30502 4.66610
S -1.77807 -5.60505 4.84263
H -1.79080 -7.93667 5.52246
H -1.28454 -8.70591 3.07223
H -1.08026 -6.64583 1.46230
H -3.80138 -0.64697 0.37502
C -1.58375 0.35655 -0.82453
C -0.40207 0.75864 -1.35354
C -0.37647 1.50999 -2.65164
H -1.30595 1.30068 -3.18411
H 0.44382 1.16018 -3.27785
C -0.25667 3.02591 -2.43638
C -0.01944 3.76475 -3.75055
C 1.35204 3.50034 -4.32823
O 2.17942 2.75453 -3.86777
O 1.54317 4.21022 -5.44185
C 2.79902 4.04977 -6.08987
H 3.61122 4.32806 -5.41566
H 2.77935 4.70514 -6.95621
H 2.93677 3.01136 -6.39746
H -0.11033 4.84287 -3.60602
H -0.75872 3.47646 -4.50164
H -1.17807 3.39046 -1.98020
H 0.56157 3.23876 -1.74907
H -2.49761 0.59110 -1.34798
H 1.67053 -0.58371 0.85795
H 2.76099 0.06885 -1.22713
H 2.02814 1.44365 -2.08022
H 2.78094 1.41118 0.88708
H 3.69198 2.18587 -0.43544
H 2.36373 3.52487 1.94741
H 3.30360 4.34386 0.67239
*
```

Its SMILES is COCCN1C=C2C(=O)[C@](C)(OC(=O)c3cccs3)C(=O)C=C2C=C1CCCC(=O)OC. For the total energy, the calculation gives -50914.5755 eV. The orbital gap comes out at 7.7 eV. As for the LUMO energy: 0.3 eV.